No. 1
Here is C14H43AlNO5 as an isolated structure from OMol25. Energies are from ωB97M-V/def2-TZVPD.

Structure (XYZ):
```
64
Properties=species:S:1:pos:R:3:forces:R:3:nbo_charge:R:1
Al -2.536 0.896 0.557 -0.2 0.0 -0.1 1.0176
O 4.402 -1.305 3.073 0.0 0.0 0.1 -0.7173
O -6.051 -0.990 -1.185 -0.1 0.1 -0.1 -0.7141
O 5.018 -3.614 0.208 -0.1 0.0 0.1 -0.7365
O -0.671 -4.033 0.369 0.1 0.0 0.1 -0.7349
O -2.986 4.760 -0.768 -0.1 0.0 -0.3 -0.7358
N -1.549 1.895 -0.718 -0.1 0.0 0.3 -1.1418
C -6.169 0.034 -3.391 0.0 0.0 0.0 -0.6317
C 5.624 -0.582 3.128 0.0 0.0 0.0 -0.0571
C -3.071 5.348 -3.134 0.0 0.0 0.0 -0.6337
C -5.487 0.009 -2.032 0.0 -0.1 0.0 -0.0682
C -0.618 2.890 -0.215 0.2 -0.1 -0.2 -0.2116
C 2.528 0.686 0.567 -0.1 0.1 0.0 -0.5989
C 3.681 -3.152 -0.026 0.0 0.0 0.0 -0.0697
C -2.466 5.611 -1.765 0.0 -0.1 0.1 -0.0533
C 0.671 2.397 0.479 -0.2 -0.1 0.1 -0.4135
C -0.657 -3.817 2.802 0.0 0.0 -0.1 -0.6328
C -0.727 -3.108 1.462 0.0 -0.1 0.0 -0.0752
C 1.172 1.054 -0.013 0.1 0.1 0.0 -0.3970
C 6.449 -0.771 1.871 0.0 0.0 -0.1 -0.6374
C 2.694 -4.289 -0.200 0.1 0.0 0.0 -0.6423
H 0.252 -4.417 2.875 0.0 0.0 0.0 0.1973
H -0.314 3.561 -1.027 0.1 0.1 -0.1 0.1425
H -1.102 1.330 -1.428 0.0 0.0 -0.1 0.3493
H 3.427 -2.543 0.840 0.0 0.0 0.0 0.1899
H -4.156 5.460 -3.095 0.0 0.0 0.0 0.2037
H 2.967 -4.903 -1.063 0.0 0.0 0.0 0.1862
H -0.669 -3.096 3.620 0.0 0.0 0.0 0.2177
H 4.611 -2.236 2.949 0.0 0.0 -0.1 0.4626
H -2.673 6.038 -3.883 0.0 0.0 0.0 0.1923
H 6.203 -0.875 4.012 0.0 0.0 0.0 0.1456
H 6.714 -1.822 1.745 0.0 0.0 0.0 0.2089
H -5.883 -1.843 -1.593 0.1 -0.1 0.0 0.4498
H 5.337 0.462 3.250 0.0 0.0 0.0 0.1766
H 0.491 2.333 1.552 0.0 -0.1 0.2 0.2041
H 1.229 1.061 -1.103 0.0 0.0 -0.2 0.1769
H 1.681 -3.917 -0.353 0.0 0.0 0.0 0.2505
H -1.373 5.516 -1.817 0.0 0.0 0.0 0.1484
H -2.765 3.840 -1.003 0.0 -0.1 0.2 0.5019
H 5.276 -4.147 -0.549 0.0 -0.1 0.0 0.4572
H -1.914 1.137 2.045 0.1 0.1 0.0 -0.4273
H -4.097 1.357 0.493 0.0 0.0 0.1 -0.4238
H -1.444 -4.599 0.431 -0.1 0.0 -0.1 0.4574
H -1.513 -4.486 2.929 0.0 0.0 0.0 0.1888
H -1.165 3.504 0.494 0.0 0.2 0.1 0.1982
H 0.451 0.288 0.263 -0.2 -0.1 -0.1 0.2190
H -1.621 -2.487 1.388 0.0 0.1 0.0 0.2070
H -7.240 0.210 -3.277 0.0 0.0 0.0 0.2008
H -5.619 0.953 -1.511 0.0 0.0 0.1 0.2009
H 3.664 -2.498 -0.904 0.0 0.0 0.0 0.1566
H 5.875 -0.471 0.994 0.0 0.0 0.0 0.2186
H 3.259 1.476 0.395 0.1 0.1 -0.1 0.1842
H 2.907 -0.230 0.122 0.1 -0.2 0.0 0.1923
H -2.415 -0.699 0.199 0.0 0.0 -0.1 -0.4428
H -2.693 6.629 -1.441 0.0 0.0 0.0 0.1576
H 2.457 0.539 1.642 0.0 -0.1 0.2 0.2091
H -5.751 0.820 -4.023 0.0 0.0 0.0 0.2063
H -4.410 -0.148 -2.141 0.0 0.0 0.0 0.1726
H 0.131 -2.449 1.335 0.0 0.0 0.0 0.1750
H 7.370 -0.184 1.907 0.0 0.0 0.0 0.2016
H 1.461 3.139 0.344 0.1 0.2 0.0 0.1747
H -6.039 -0.920 -3.911 0.0 0.0 0.0 0.1847
H -2.850 4.329 -3.455 0.0 0.0 0.0 0.2077
H 2.693 -4.931 0.681 0.0 0.0 0.0 0.2047
```
Forces are in eV/Å.

As for the charge: -1. For the largest force on an atom, the calculation gives 0.00698 Eh/bohr. The value obtained for the HOMO energy is -4.2790 eV.

***

No. 2
Here is a 7-piece molecular cluster, C14H44N4O11 overall at a distorted geometry from OMol25. Energies are from ωB97M-V/def2-TZVPD.

Structure (XYZ):
```
73
Properties=species:S:1:pos:R:3:forces:R:3:lowdin_charge:R:1
O -1.127 -0.509 -3.318 0.0 0.1 -0.5 -0.0943
O -0.790 4.671 -4.343 -0.1 0.6 0.1 -0.0710
O -0.550 -5.540 2.256 -0.3 0.4 0.0 -0.1777
O 1.444 0.369 0.633 -0.7 -0.1 -0.7 -0.1007
O -4.388 2.565 1.657 0.8 -0.3 -0.8 -0.1921
O 3.142 -0.188 2.555 -0.6 0.3 -0.7 -0.1071
O 0.052 2.001 0.271 0.3 -1.5 0.3 0.0132
O 6.265 1.616 2.862 -0.5 -0.3 0.0 -0.0813
O -1.162 0.209 -6.195 0.7 -0.4 0.6 -0.0616
O -0.328 0.073 -0.631 0.6 -0.2 0.8 -0.0181
O -0.409 4.313 -1.230 0.0 -0.2 -0.2 -0.0767
N 3.207 -1.385 -0.615 0.2 1.2 0.0 0.2727
N -3.557 0.537 -0.447 -0.1 0.4 0.1 0.0565
N 0.361 0.803 0.101 0.0 1.6 -0.5 -0.4842
N 0.921 -2.982 -0.027 -0.4 -0.4 -0.3 0.0269
C -4.144 0.275 0.882 1.4 -0.1 -0.7 -0.4247
C -3.730 1.314 1.903 -0.8 0.5 0.4 -0.2157
C 0.450 4.183 -2.349 0.9 0.1 0.7 -0.2681
C 0.156 5.216 -3.413 0.0 -1.0 -0.2 -0.2254
C 5.388 0.468 2.864 0.5 0.8 -0.3 -0.2375
C 0.796 -3.805 1.208 0.4 0.6 -0.3 -0.4140
C 3.933 0.916 2.929 1.1 0.1 0.6 -0.2497
C -1.555 0.760 -3.848 0.1 0.1 1.0 -0.2322
C -3.457 3.577 1.229 -0.9 0.2 1.4 -0.0936
C -0.315 -4.828 1.060 -0.2 -0.5 -0.3 -0.2103
C -3.604 -1.076 1.330 -1.0 -0.3 1.1 -0.0755
C 0.715 -2.924 2.464 -0.2 -0.3 -0.9 -0.0211
C 0.492 -6.396 2.660 0.4 -0.5 -1.1 -0.1105
C -0.789 1.069 -5.124 -1.1 0.4 0.4 -0.2507
H 1.775 -4.282 1.304 -0.1 -0.5 -0.1 0.1210
H -4.161 -1.346 2.237 0.1 -0.2 0.0 0.0780
H -1.001 -0.376 -2.375 0.0 -0.1 0.1 0.0154
H -2.832 3.762 2.109 0.5 0.2 -0.4 0.0888
H 0.766 -3.577 -0.844 0.2 -0.2 0.2 0.0888
H -4.052 0.964 2.891 0.1 0.1 0.1 0.1239
H 0.114 -2.362 -0.098 0.2 0.4 0.2 0.0726
H -2.549 0.442 -0.332 0.0 -0.1 -0.2 0.0346
H 5.698 -0.148 3.707 -0.3 -0.5 -0.2 0.1207
H -1.026 2.071 -5.481 0.1 0.1 0.2 0.1104
H 0.600 -7.212 1.931 -0.3 -0.2 0.2 0.0906
H 3.482 -0.987 -1.513 0.4 -0.8 -0.1 0.1422
H -1.318 1.513 -3.085 0.1 0.2 -0.3 0.1041
H 1.496 4.314 -2.026 0.0 0.2 0.1 0.1154
H 0.262 1.044 -4.814 0.2 -0.2 -0.6 0.1153
H -0.233 3.538 -0.670 -0.3 0.3 -0.1 0.0263
H 2.661 -2.270 -0.642 -0.6 0.4 0.1 0.0976
H 3.902 1.785 2.262 -0.5 -0.1 -0.1 0.1291
H -3.758 -1.896 0.633 0.0 0.2 -0.3 0.0759
H -2.853 3.377 0.344 -0.1 -0.3 0.0 0.0706
H 7.153 1.253 2.921 0.1 0.2 0.0 0.0766
H 3.993 -1.485 0.027 0.0 0.1 -0.1 0.1279
H 1.613 -2.309 2.441 -0.1 0.1 0.5 0.0642
H 1.496 -5.960 2.645 -0.2 0.5 0.4 0.0787
H -5.234 0.284 0.838 0.0 -0.1 -0.2 0.1404
H 1.079 5.391 -3.966 0.0 0.1 -0.1 0.1112
H -0.175 -2.296 2.490 -0.1 0.1 -0.2 0.0799
H 0.424 3.167 -2.758 -0.3 0.1 -0.3 0.1057
H -1.039 -0.684 -5.839 -0.1 0.1 -0.3 0.0803
H 5.479 -0.014 1.884 0.2 -0.5 0.2 0.1026
H 2.376 0.143 2.028 0.5 -0.2 0.6 0.0358
H -0.149 -5.503 0.201 0.7 -0.3 0.3 0.1260
H 0.260 -6.794 3.641 -0.1 0.0 0.1 0.0924
H -1.249 -4.383 0.699 -0.1 0.5 0.8 0.1311
H -3.676 1.518 -0.693 -0.3 -0.1 0.0 0.0631
H -4.072 4.465 1.088 0.1 0.0 -0.3 0.0860
H -0.144 6.150 -2.938 -0.3 0.0 -0.1 0.1237
H -2.561 -1.044 1.645 0.2 0.2 -0.3 0.0645
H -1.625 5.142 -4.277 0.0 0.0 0.1 0.0841
H 3.706 1.239 3.949 -0.2 0.1 -0.1 0.1229
H 2.598 -0.602 -0.248 -0.5 -0.7 0.6 0.0870
H -2.649 1.476 1.927 0.1 -0.2 -0.1 0.1181
H -2.647 0.760 -3.901 0.0 0.0 -0.6 0.1220
H 0.655 -3.571 3.334 0.3 0.1 0.1 0.0788
```
Forces are in eV/Å.

As for the charge: 0. For the largest force on an atom, the calculation gives 0.03357 Eh/bohr. The value obtained for the HOMO energy is -8.5898 eV.

***

No. 3
Here is a 8-piece molecular cluster, C14H44O14 overall at a distorted geometry from OMol25. Energies are from ωB97M-V/def2-TZVPD.

Structure (XYZ):
```
72
Properties=species:S:1:pos:R:3:forces:R:3:lowdin_charge:R:1
O -8.890 -4.420 -1.200 -0.3 -0.7 0.1 -0.0703
O 8.366 -0.958 0.750 -0.1 -0.3 -1.6 -0.0670
O 2.536 6.173 2.884 0.7 -0.8 1.1 -0.1062
O -0.730 0.235 0.496 -1.5 0.8 1.0 -0.1367
O -6.178 -4.968 -2.065 1.3 -0.3 0.6 -0.0584
O 8.361 1.936 0.824 0.2 -0.4 0.0 -0.0512
O 2.189 -2.220 7.592 -0.5 0.4 1.0 -0.0660
O 0.571 -0.573 5.850 -0.4 -0.8 -0.3 -0.0696
O 5.041 -8.500 -1.720 0.4 0.0 0.5 -0.0627
O -7.836 4.584 1.855 -0.3 -0.7 -0.7 -0.0556
O -5.160 4.029 2.950 -0.4 1.2 -0.3 -0.0876
O -2.468 6.773 -6.817 1.0 -0.7 0.9 -0.0705
O -1.556 4.146 -7.562 -0.6 -0.5 0.9 -0.0563
O 2.997 -8.606 -3.792 -1.3 -3.0 -1.5 -0.0562
C 7.664 1.151 1.749 0.3 -1.5 1.4 -0.2392
C -7.768 -3.615 -0.859 -1.5 0.3 0.6 -0.2563
C -1.038 4.758 -6.402 1.5 2.7 -0.6 -0.2515
C 3.047 6.774 1.740 -0.8 1.1 -1.3 -0.1957
C 0.183 -0.447 -0.302 -0.5 0.6 -0.4 -0.1766
C 0.389 -1.998 5.967 -0.5 0.7 1.0 -0.2405
C -1.940 5.895 -5.786 -0.6 -2.3 -0.4 -0.2089
C -5.538 4.952 1.865 1.7 -0.3 1.3 -0.2253
C -6.676 4.407 1.053 0.7 1.3 0.8 -0.2491
C 3.738 -7.502 -3.489 -0.1 1.3 1.2 -0.2963
C 1.693 -2.629 6.333 1.1 -0.1 -0.6 -0.2646
C 8.361 -0.265 1.952 -0.6 1.2 0.6 -0.2512
C -6.759 -3.692 -1.947 -0.2 0.1 -0.7 -0.2648
C 5.114 -7.914 -3.000 -1.0 0.5 0.2 -0.2402
H 0.683 -0.280 6.757 0.1 0.2 0.1 0.0766
H 5.713 -7.008 -2.906 0.3 -0.2 0.0 0.1199
H -1.447 6.346 -4.924 0.3 0.6 -0.4 0.1106
H 3.061 -1.829 7.499 -0.2 0.0 -0.1 0.0867
H 9.397 -0.161 2.274 0.1 0.5 0.3 0.1162
H 3.042 -7.130 -2.737 1.4 1.7 0.8 0.1219
H -2.774 5.342 -5.355 -0.4 0.1 0.1 0.1063
H -5.740 5.905 2.354 -1.1 -0.3 0.4 0.1179
H 7.642 1.635 2.725 0.3 0.2 0.1 0.1083
H -0.356 0.436 1.358 0.1 -0.1 0.0 0.0738
H -6.730 5.015 0.150 -0.5 -0.3 -0.1 0.1215
H 0.074 -1.513 -0.106 1.0 -0.1 0.0 0.0780
H 3.803 -6.776 -4.299 0.0 -0.1 -0.3 0.1171
H -0.170 -0.270 -1.318 0.3 -0.1 -0.2 0.0772
H 2.226 7.310 1.265 0.1 0.4 -0.3 0.0740
H -7.206 -3.472 -2.916 -0.4 0.4 0.1 0.1211
H -3.298 7.110 -6.471 -0.1 0.1 -0.1 0.0824
H -8.240 -2.644 -0.708 0.5 0.5 -0.5 0.1181
H -0.132 5.256 -6.748 0.3 0.7 -0.2 0.1013
H 7.850 -0.880 2.693 -0.3 0.4 0.4 0.1105
H -6.457 3.363 0.833 -0.3 -0.1 -0.4 0.1192
H 6.608 1.035 1.503 0.0 -0.3 -0.5 0.1103
H -6.779 -5.677 -2.305 -0.5 0.5 -0.1 0.0843
H 2.434 -2.241 5.633 -0.1 -0.6 -0.7 0.1213
H 1.631 -3.717 6.352 0.0 -0.1 -0.4 0.1188
H -6.005 -2.925 -1.772 0.5 -0.4 0.0 0.1226
H -5.149 3.101 2.702 0.0 0.1 -0.6 0.0707
H 3.835 7.499 1.950 -0.1 0.0 0.6 0.0781
H 8.904 1.262 0.407 0.3 0.3 -0.8 0.0702
H 9.072 -1.608 0.754 0.0 0.0 0.0 0.0931
H -7.764 3.878 2.501 -0.3 0.1 0.4 0.0817
H -4.653 5.330 1.352 0.4 -1.1 -0.8 0.1066
H -0.086 -2.428 5.085 0.5 0.3 -0.4 0.1207
H 3.465 6.168 0.937 0.0 -0.9 0.3 0.0704
H -0.535 4.118 -5.677 -1.2 -0.7 0.3 0.1163
H 1.610 5.927 2.824 0.2 0.1 -0.4 0.0795
H 1.118 0.094 -0.157 0.7 -1.1 -0.3 0.0843
H 4.603 -9.354 -1.735 -0.1 0.0 -0.4 0.0831
H -7.395 -3.839 0.140 0.4 -0.5 -0.1 0.1220
H -8.849 -5.268 -0.753 0.1 0.0 0.0 0.0816
H -2.154 4.812 -7.908 -0.2 0.1 -0.4 0.0705
H 5.509 -8.605 -3.745 0.3 0.0 -0.1 0.1218
H 2.255 -8.627 -3.184 0.0 -0.3 -0.4 0.0917
H -0.334 -2.197 6.758 -0.1 0.0 0.3 0.1165
```
Forces are in eV/Å.

Its structure (SMILES) is OCCO.OCCO.OCCO.OCCO.OCCO.OCCO.CO.CO. As for the charge: 0. For the largest force on an atom, the calculation gives 0.06950 Eh/bohr. The value obtained for the HOMO energy is -9.9779 eV.